Entry 1:
DFT (ωB97M-V with the def2-TZVPD basis set) results for one molecule with the formula C4H6F2S in a non-equilibrium geometry.

XYZ file:
```
13
Properties=species:S:1:pos:R:3
F 1.53 1.60 0.27
C 0.42 1.38 -0.53
C -0.21 0.09 0.07
S -2.07 0.03 -0.01
C 0.50 -0.66 1.27
C 0.46 -1.27 -0.12
F 1.48 -1.40 -0.75
H 0.73 1.22 -1.65
H -0.55 2.09 -0.14
H -2.19 0.32 -1.33
H -0.06 -1.04 2.34
H 1.52 -0.18 1.31
H -0.45 -1.96 -0.20
```

Structure (SMILES): FC[C@]1(S)C[C@@H]1F
Spin multiplicity: 1
E_HOMO: -9.28 eV
LUMO level: 0.74 eV
Calculated total energy: -20511.68535 eV
Molar mass: 124.16 u
ΔE to the lowest compared entry with this formula, charge and spin: 75.23 kcal/mol

Atomic partial charges in e from the natural (NBO) method, atoms 1 to 5: -0.37, 0.01, -0.24, -0.03, -0.47

=====

Entry 2:
DFT (ωB97M-V with the def2-TZVPD basis set) results for one molecule with the formula C4H6F3N in a non-equilibrium geometry.

XYZ file:
```
14
Properties=species:S:1:pos:R:3
N 1.01 -1.39 1.01
C 0.16 -0.75 0.08
C 0.63 0.49 -0.85
F 0.64 0.40 -2.28
C -0.70 1.06 -0.50
F -1.49 0.75 -1.72
C -0.86 0.19 0.55
F -2.12 -0.41 0.62
H 1.79 -1.91 0.58
H 1.23 -0.63 1.97
H -0.31 -1.51 -0.42
H 1.36 1.10 -0.47
H -0.71 2.05 -0.22
H -0.63 0.56 1.65
```

Structure (SMILES): N[C@@H]1[C@@H](F)[C@@H](F)[C@H]1F
Spin multiplicity: 1
E_HOMO: -9.60 eV
LUMO level: 0.62 eV
Calculated total energy: -13884.07506 eV
Molar mass: 125.09 u
ΔE to the lowest compared entry with this formula, charge and spin: 70.00 kcal/mol

Atomic partial charges in e from the natural (NBO) method, atoms 1 to 5: -0.82, -0.11, 0.16, -0.34, 0.12

=====

Entry 3:
DFT (ωB97M-V with the def2-TZVPD basis set) results for one molecule with the formula C4H6F3N in a non-equilibrium geometry.

XYZ file:
```
14
Properties=species:S:1:pos:R:3
C 1.11 0.90 -1.59
N 1.14 -0.03 -0.43
C 0.26 -0.31 0.37
C 0.30 -0.91 1.66
C -1.53 0.06 -0.02
F -1.80 0.42 -1.27
F -2.05 0.93 0.81
F -2.08 -1.17 0.17
H 0.12 1.08 -1.94
H 1.84 0.55 -2.49
H 1.59 1.81 -1.32
H 1.16 -0.44 2.19
H 0.61 -2.08 1.74
H -0.66 -0.82 2.11
```

Structure (SMILES): C/N=C(/C)C(F)(F)F
Spin multiplicity: 1
E_HOMO: -9.18 eV
LUMO level: 1.00 eV
Calculated total energy: -13885.97424 eV
Molar mass: 125.09 u
ΔE to the lowest compared entry with this formula, charge and spin: 26.20 kcal/mol

Atomic partial charges in e from the natural (NBO) method, atoms 1 to 5: -0.43, -0.42, 0.29, -0.70, 0.89

=====

Entry 4:
DFT (ωB97M-V with the def2-TZVPD basis set) results for an isolated ion of composition C4H6F3N2OS and charge +1 in a non-equilibrium geometry.

XYZ file:
```
17
Properties=species:S:1:pos:R:3
C -0.12 -1.33 -0.26
C -2.45 -0.38 0.90
C 1.17 0.91 -0.43
C 0.58 1.69 0.72
N 0.64 -0.27 -0.79
N 0.18 -2.58 -0.75
O 1.87 1.61 -1.38
F 0.67 1.02 1.87
F 1.06 2.84 0.92
F -0.72 1.83 0.58
S -1.11 -1.33 1.12
H -2.50 0.39 0.12
H -3.07 -0.11 1.73
H 1.01 -0.54 -1.67
H 1.08 -2.81 -0.91
H -0.42 -3.33 -0.81
H 2.11 2.40 -0.97
```

Spin multiplicity: 1
E_HOMO (alpha / beta): -12.07 / -12.09 eV
LUMO level (alpha / beta): -5.44 / -4.98 eV
Calculated total energy: -28250.22110 eV
Molar mass: 187.17 u
Net charge: +1
ΔE to the lowest compared entry with this formula, charge and spin: 69.24 kcal/mol

Atomic partial charges in e from the natural (NBO) method, atoms 1 to 5: 0.12, -0.56, 0.41, 0.91, -0.49

=====

Entry 5:
DFT (ωB97M-V with the def2-TZVPD basis set) results for C4H6F6O3P2 as an isolated structure in a non-equilibrium geometry.

XYZ file:
```
21
Properties=species:S:1:pos:R:3
C 1.54 0.52 -2.39
C -0.86 -2.78 0.18
C 0.86 2.21 0.93
C -1.08 0.17 2.06
O -1.28 0.68 -1.53
O 1.00 -0.50 -1.56
O -1.17 -1.70 -0.82
F -0.37 2.67 1.01
F 1.46 2.48 -0.23
F 1.71 2.60 1.89
F -1.37 -0.85 2.82
F -2.13 0.28 1.26
F -1.15 1.24 2.89
P 0.51 -0.06 1.14
P -0.44 -0.28 -0.85
H 1.80 0.03 -3.37
H 2.48 1.11 -1.98
H 0.71 1.32 -2.57
H -1.68 -2.94 0.83
H 0.10 -2.52 0.59
H -0.62 -3.69 -0.31
```

Spin multiplicity: 1
E_HOMO: -10.38 eV
LUMO level: -0.40 eV
Calculated total energy: -45270.14042 eV
Molar mass: 278.02 u
ΔE to the lowest compared entry with this formula, charge and spin: 0.00 kcal/mol

Atomic partial charges in e from the natural (NBO) method, atoms 1 to 5: -0.28, -0.24, 0.95, 0.71, -1.06

=====

Entry 6:
DFT (ωB97M-V with the def2-TZVPD basis set) results for a 2-piece molecular cluster, C4H6FNO overall in a non-equilibrium geometry.

XYZ file:
```
13
Properties=species:S:1:pos:R:3
C 0.94 -1.57 -0.23
N 1.01 -0.32 -0.13
C 1.98 0.67 -0.03
O 2.95 0.66 -0.78
H 1.82 -2.26 0.00
H -0.03 -2.10 -0.49
H 1.67 1.23 0.84
C -1.90 0.87 0.80
C -1.55 0.54 -0.43
F -1.74 -0.74 -0.96
H -2.26 0.09 1.42
H -1.80 1.80 1.21
H -1.11 1.12 -1.21
```

Structure (SMILES): C=NC=O.C=CF
Spin multiplicity: 1
E_HOMO: -9.36 eV
LUMO level: 0.32 eV
Calculated total energy: -10497.48839 eV
Molar mass: 103.10 u
ΔE to the lowest compared entry with this formula, charge and spin: 61.46 kcal/mol

Atomic partial charges in e from the natural (NBO) method, atoms 1 to 5: 0.03, -0.48, 0.51, -0.55, 0.16

=====

Entry 7:
DFT (ωB97M-V with the def2-TZVPD basis set) results for one molecule with the formula C4H6FNO2 in a non-equilibrium geometry.

XYZ file:
```
14
Properties=species:S:1:pos:R:3
C 0.87 2.00 -0.03
O -0.18 1.10 0.63
C -0.11 -0.05 -0.15
C -0.87 -1.28 0.17
N -1.18 -2.03 1.21
O -0.59 -1.52 2.51
C 0.27 -0.11 -1.52
F -0.02 -1.23 -2.27
H 1.78 1.21 -0.18
H 0.92 2.92 0.62
H 0.80 2.40 -1.26
H -1.24 -1.90 -0.72
H -1.24 -2.06 3.18
H 0.80 0.55 -2.20
```

Structure (SMILES): COC(/C=N\O)=C/F
Spin multiplicity: 1
E_HOMO: -9.01 eV
LUMO level: 0.40 eV
Calculated total energy: -12541.77896 eV
Molar mass: 119.09 u
ΔE to the lowest compared entry with this formula, charge and spin: 145.54 kcal/mol

Atomic partial charges in e from the natural (NBO) method, atoms 1 to 5: -0.30, -0.46, 0.15, -0.03, -0.10

=====

Entry 8:
DFT (ωB97M-V with the def2-TZVPD basis set) results for one molecule with the formula C4H6FNOS in a non-equilibrium geometry.

XYZ file:
```
14
Properties=species:S:1:pos:R:3
O -0.52 1.83 -0.53
C -0.58 0.48 -0.07
C -2.06 0.00 -0.03
F -2.06 -1.32 0.25
C 0.19 0.38 1.20
N 1.45 0.12 1.19
S 1.94 -0.49 -0.31
C 0.22 -0.46 -1.01
H 0.39 1.96 -0.85
H -2.57 0.14 -0.99
H -2.65 0.50 0.78
H -0.29 0.86 2.08
H -0.18 -1.48 -0.92
H 0.18 -0.12 -2.02
```

Structure (SMILES): O[C@]1(CF)C=NSC1
Spin multiplicity: 1
E_HOMO: -8.94 eV
LUMO level: 0.72 eV
Calculated total energy: -21334.48420 eV
Molar mass: 135.16 u
ΔE to the lowest compared entry with this formula, charge and spin: 32.77 kcal/mol

Atomic partial charges in e from the natural (NBO) method, atoms 1 to 5: -0.69, 0.13, 0.06, -0.36, 0.05

=====

Entry 9:
DFT (ωB97M-V with the def2-TZVPD basis set) results for one molecule with the formula C4H6FP in a non-equilibrium geometry.

XYZ file:
```
12
Properties=species:S:1:pos:R:3
H -4.07 0.62 0.32
P -3.30 -0.71 0.28
C -1.70 0.13 -0.08
F -1.81 1.45 -0.45
C -0.32 -0.33 0.08
C 0.78 0.38 -0.23
C 2.21 -0.22 0.06
H -0.22 -1.40 0.49
H 0.68 1.29 -0.73
H 2.79 -0.27 -0.89
H 2.88 0.24 0.81
H 2.07 -1.18 0.33
```

Structure (SMILES): [H]/P=C(F)/C=C/C
Spin multiplicity: 1
E_HOMO: -8.30 eV
LUMO level: -0.67 eV
Calculated total energy: -16248.78614 eV
Molar mass: 104.06 u
ΔE to the lowest compared entry with this formula, charge and spin: 18.00 kcal/mol

Atomic partial charges in e from the natural (NBO) method, atoms 1 to 5: -0.01, 0.19, 0.16, -0.35, -0.34

=====

Entry 10:
DFT (ωB97M-V with the def2-TZVPD basis set) results for C4H6GdO2 as an isolated structure in a non-equilibrium geometry.

XYZ file:
```
13
Properties=species:S:1:pos:R:3
C -0.49 0.60 -0.12
O -1.41 0.31 -1.13
H -0.78 1.50 0.44
H -1.50 0.95 -1.85
C 1.10 0.55 -0.30
C 1.19 -0.39 0.93
C -0.26 -0.63 0.71
O -1.03 -1.59 0.74
Gd -2.76 -1.68 -0.82
H 1.61 1.51 -0.23
H 1.30 0.05 -1.25
H 1.86 -1.26 0.92
H 1.16 0.08 1.95
```

Spin multiplicity: 8
E_HOMO (alpha / beta): -24.61 / -24.42 eV
LUMO level (alpha / beta): -15.19 / -18.51 eV
Expectation value of S²: 16.17
Calculated total energy: -29138.80068 eV
Molar mass: 243.34 u
Net charge: +3
ΔE to the lowest compared entry with this formula, charge and spin: 0.00 kcal/mol

Atomic partial charges in e from the Löwdin method, atoms 1 to 5: -0.20, -0.11, 0.21, 0.18, 0.03

=====

Entry 11:
DFT (ωB97M-V with the def2-TZVPD basis set) results for C4H6HgLiO as an isolated structure in a non-equilibrium geometry.

XYZ file:
```
13
Properties=species:S:1:pos:R:3
C 1.31 0.87 -0.54
C 2.01 -0.25 -0.28
H 1.53 1.80 -0.01
H 0.53 0.89 -1.30
H 2.82 -0.26 0.45
H 1.80 -1.19 -0.82
Li 3.35 0.71 -2.15
O -2.45 -1.00 2.16
C -2.73 -0.42 0.97
C -1.73 -0.13 0.09
Hg -0.63 -1.06 1.52
H -2.02 0.29 -0.87
H -3.80 -0.26 0.78
```

Spin multiplicity: 1
E_HOMO: -11.00 eV
LUMO level: -5.00 eV
Calculated total energy: -10660.03776 eV
Molar mass: 277.62 u
Net charge: +1
ΔE to the lowest compared entry with this formula, charge and spin: 32.18 kcal/mol

Atomic partial charges in e from the natural (NBO) method, atoms 1 to 5: -0.39, -0.52, 0.23, 0.23, 0.23

=====

Entry 12:
DFT (ωB97M-V with the def2-TZVPD basis set) results for C4H6HgO as an isolated structure in a non-equilibrium geometry.

XYZ file:
```
12
Properties=species:S:1:pos:R:3
O 1.89 0.83 0.92
Hg 2.59 -0.33 -0.98
C 0.90 1.11 1.58
C -0.43 0.26 1.51
H -0.50 0.44 2.67
H -0.20 -0.80 1.45
H -1.21 0.92 1.11
H 0.77 2.15 1.93
C -0.05 -1.01 -1.70
C -0.99 -1.24 -2.55
H -0.82 -1.64 -3.55
H -1.94 -0.70 -2.40
```

Spin multiplicity: 2
E_HOMO (alpha / beta): -13.63 / -14.54 eV
LUMO level (alpha / beta): -5.09 / -7.09 eV
Expectation value of S²: 0.76
Calculated total energy: -10454.49703 eV
Molar mass: 270.68 u
Net charge: +1
ΔE to the lowest compared entry with this formula, charge and spin: 58.14 kcal/mol

Atomic partial charges in e from the natural (NBO) method, atoms 1 to 5: -0.66, 0.89, 0.50, -0.74, 0.25